Formula: C61H127F3N6O9Y
Source: the OMol25 dataset
Level of theory: the ωB97M-V functional and the def2-TZVPD basis

Total charge: +1
Orbital gap: 1.1 eV
Multiplicity: 1
E_tot: -101845.7925 eV
HOMO energy: -9.06 eV
Molar mass: 1234.62 g/mol
Relative energy (zero: lowest compared OMol25 entry of this formula, charge and spin): 405.0 kJ/mol

Each line ends with the Mulliken charge.
Cartesian coordinates (Å):
1 Y 1.7365 -5.1460 -0.3598  1.03
2 C 0.0039 2.3251 1.6861  -1.11
3 C 0.9505 1.4318 0.7152  0.55
4 C 2.3754 2.0990 0.5793  -1.07
5 O 1.0820 0.1244 0.8072  -0.41
6 H -0.2168 3.2075 1.0855  0.35
7 H 0.4029 2.5615 2.6725  0.31
8 H -0.9846 1.8884 1.8284  0.35
9 H 0.4596 1.4760 -0.2570  0.18
10 H 2.3153 3.1842 0.4962  0.35
11 H 2.9940 1.7732 -0.2569  0.32
12 H 2.9224 1.9896 1.5158  0.33
13 C 7.8205 -5.0042 2.8125  0.02
14 O 8.4101 -4.0823 1.7705  -0.25
15 O 6.5609 -5.3566 2.1882  -0.55
16 C 8.8750 -6.1220 3.1215  0.74
17 F 8.3613 -7.0007 3.9092  -0.24
18 F 9.3285 -6.7941 1.9961  -0.26
19 F 10.0523 -5.6854 3.6876  -0.24
20 C 9.5055 -3.3307 2.0149  -0.24
21 C 9.8185 -2.2020 0.9609  -1.24
22 H 9.9179 -2.3614 -0.1128  0.32
23 H 8.9675 -1.5232 1.0165  0.31
24 H 10.6271 -1.5018 1.1705  0.38
25 H 10.3801 -3.9767 2.0908  0.32
26 H 9.6075 -2.7260 2.9160  0.29
27 H 7.6299 -4.3868 3.6904  0.33
28 C 6.1689 -7.1844 -4.6836  -1.87
29 C 6.8425 -5.8860 -5.2237  1.44
30 C 6.9627 -6.1562 -6.7650  -1.37
31 C 7.2332 -4.8676 -7.6116  -0.65
32 C 5.9259 -4.0455 -7.4483  -1.08
33 C 5.7826 -3.6610 -5.9461  1.50
34 N 5.9227 -4.7270 -5.0038  0.08
35 O 5.8340 -4.3902 -3.7155  -0.36
36 C 6.6921 -2.5119 -5.5667  -1.79
37 C 4.3195 -3.0940 -5.7549  -1.87
38 C 8.3287 -5.7233 -4.6394  -1.59
39 H 6.8162 -8.0606 -4.7221  0.42
40 H 5.2607 -7.4701 -5.2144  0.40
41 H 5.9356 -7.1345 -3.6200  0.34
42 H 7.7159 -6.9057 -7.0080  0.52
43 H 6.0973 -6.7187 -7.1156  0.44
44 H 7.3753 -5.2578 -8.6194  0.40
45 H 8.1543 -4.4151 -7.2442  0.31
46 H 5.0746 -4.5620 -7.8917  0.39
47 H 6.0199 -3.1471 -8.0584  0.46
48 H 6.5470 -1.7358 -6.3182  0.44
49 H 6.4933 -1.9931 -4.6290  0.41
50 H 7.7340 -2.8150 -5.4636  0.34
51 H 3.5328 -3.8478 -5.7847  0.43
52 H 4.0797 -2.6324 -4.7970  0.35
53 H 4.2156 -2.3524 -6.5470  0.41
54 H 9.1252 -6.4093 -4.9274  0.32
55 H 8.2694 -5.7557 -3.5515  0.49
56 H 8.6667 -4.6940 -4.7599  0.34
57 H 6.7151 -4.0933 -3.4763  0.36
58 C 10.7040 9.4985 -1.4488  -1.80
59 C 9.2762 9.0406 -1.6563  1.71
60 C 8.3805 9.9801 -0.9176  -1.38
61 C 7.9338 11.2489 -1.6708  -1.01
62 C 7.4534 10.9266 -3.1027  -0.96
63 C 8.4778 10.2065 -3.8891  1.03
64 N 9.0854 9.0666 -3.1210  0.34
65 O 9.6917 8.0399 -3.8216  -0.44
66 C 7.6544 9.6993 -5.1902  -1.78
67 C 9.6846 11.1417 -4.3474  -1.43
68 C 8.9478 7.6365 -1.0792  -1.86
69 H 10.9218 9.3573 -0.3902  0.45
70 H 10.9879 10.5242 -1.6841  0.38
71 H 11.4947 8.8933 -1.8922  0.39
72 H 7.4502 9.6278 -0.4720  0.42
73 H 8.7903 10.2179 0.0640  0.63
74 H 8.8254 11.8714 -1.7462  0.34
75 H 7.2143 11.9388 -1.2298  0.43
76 H 7.2720 11.8493 -3.6540  0.51
77 H 6.5415 10.3336 -3.0324  0.35
78 H 6.9230 8.9173 -4.9862  0.41
79 H 7.2237 10.5101 -5.7776  0.39
80 H 8.3520 9.1756 -5.8437  0.40
81 H 10.3247 10.8116 -5.1656  0.39
82 H 9.3235 12.0478 -4.8339  0.41
83 H 10.2827 11.3141 -3.4527  0.26
84 H 8.9495 7.6716 0.0102  0.39
85 H 9.7436 6.9644 -1.4004  0.41
86 H 8.0848 7.1157 -1.4940  0.40
87 H 10.5492 8.4334 -3.9991  0.36
88 C -12.2749 -4.6184 -0.4124  -1.85
89 C -11.8439 -3.0833 -0.6473  1.42
90 C -12.3183 -2.3956 0.5694  -1.23
91 C -11.7871 -0.9745 0.7545  -0.80
92 C -10.2589 -1.0704 0.7162  -1.19
93 C -9.6202 -1.8253 -0.5005  1.40
94 N -10.3915 -3.0695 -0.7444  0.21
95 O -9.8792 -4.0650 -1.6394  -0.43
96 C -9.5490 -0.7967 -1.6337  -1.64
97 C -8.1847 -2.2331 -0.1455  -1.89
98 C -12.4615 -2.6009 -1.9500  -1.61
99 H -11.9676 -5.1978 -1.2830  0.40
100 H -13.3216 -4.7548 -0.1404  0.40
101 H -11.8101 -5.1809 0.3973  0.44
102 H -13.3827 -2.1777 0.4816  0.43
103 H -12.1930 -2.9757 1.4836  0.37
104 H -12.2176 -0.4486 1.6067  0.40
105 H -12.2564 -0.3430 0.0001  0.34
106 H -9.9291 -1.5162 1.6545  0.39
107 H -9.7772 -0.0935 0.6742  0.50
108 H -9.2374 -1.2585 -2.5706  0.39
109 H -10.4143 -0.1599 -1.8178  0.30
110 H -8.6666 -0.2546 -1.2938  0.51
111 H -7.6360 -1.4103 0.3126  0.43
112 H -8.1611 -2.9949 0.6338  0.47
113 H -7.6844 -2.4773 -1.0826  0.35
114 H -11.9974 -3.0929 -2.8048  0.34
115 H -12.3922 -1.5136 -1.9808  0.32
116 H -13.5246 -2.8326 -2.0148  0.45
117 H -9.9798 -3.4913 -2.4025  0.39
118 C 0.4168 -10.1353 2.6843  -1.70
119 C -0.2965 -9.6172 3.9718  1.19
120 C 0.7343 -10.0216 5.0786  -1.08
121 C 0.5432 -9.4813 6.5262  -0.90
122 C 0.2078 -7.9428 6.4417  -1.05
123 C -0.8331 -7.4797 5.3330  1.62
124 N -0.4262 -8.1327 4.1103  -0.04
125 O -1.1171 -7.6175 2.9785  -0.40
126 C -2.2340 -7.5997 5.7483  -1.66
127 C -0.5240 -5.9372 5.2133  -1.95
128 C -1.6367 -10.4008 4.0800  -1.34
129 H 0.5188 -11.2179 2.7589  0.37
130 H -0.1718 -9.9762 1.7807  0.36
131 H 1.4246 -9.7203 2.6781  0.43
132 H 0.6503 -11.1022 5.1940  0.40
133 H 1.7075 -9.7162 4.6942  0.45
134 H -0.2772 -9.9452 7.0737  0.39
135 H 1.3355 -9.5679 7.2698  0.41
136 H 1.0441 -7.2445 6.4097  0.45
137 H -0.3243 -7.8966 7.3919  0.28
138 H -2.5238 -7.1835 6.7131  0.42
139 H -2.3954 -8.6639 5.9201  0.43
140 H -3.0166 -7.4232 5.0104  0.33
141 H -0.6359 -5.3577 6.1297  0.38
142 H -1.1611 -5.4248 4.4924  0.37
143 H 0.4840 -5.7235 4.8578  0.48
144 H -1.6933 -11.4006 3.6496  0.42
145 H -1.9256 -10.5427 5.1214  0.36
146 H -2.4061 -9.7184 3.7188  0.21
147 H -1.9906 -8.0024 3.0806  0.37
148 C -5.0813 3.9289 9.8763  -1.57
149 C -6.4194 3.4036 10.5603  1.10
150 C -7.6805 4.3195 10.3364  -0.86
151 C -8.1037 4.2590 8.8516  -0.83
152 C -8.4025 2.7695 8.4350  -1.20
153 C -7.2896 1.7623 8.7244  1.75
154 N -6.6963 1.9791 10.0573  0.11
155 O -5.5545 1.1726 10.2980  -0.46
156 C -7.8888 0.3289 8.7915  -2.01
157 C -6.2682 1.9877 7.5535  -1.73
158 C -6.3043 3.2603 12.1482  -1.71
159 H -5.2043 4.1690 8.8202  0.33
160 H -4.2959 3.1743 9.8329  0.33
161 H -4.7301 4.8564 10.3285  0.43
162 H -8.5913 4.0021 10.8440  0.36
163 H -7.4577 5.3864 10.3534  0.37
164 H -7.4419 4.8050 8.1793  0.39
165 H -9.0473 4.8042 8.8293  0.42
166 H -8.6909 2.8516 7.3871  0.37
167 H -9.3452 2.3613 8.7995  0.46
168 H -7.0088 -0.3140 8.8089  0.52
169 H -8.4501 0.1022 9.6980  0.40
170 H -8.4581 0.1275 7.8841  0.42
171 H -6.0518 3.0484 7.4263  0.29
172 H -5.3116 1.6535 7.9551  0.39
173 H -6.4327 1.3723 6.6690  0.40
174 H -6.0562 4.2181 12.6057  0.38
175 H -5.5845 2.5358 12.5291  0.36
176 H -7.2804 2.8835 12.4536  0.42
177 H -5.9582 0.4029 10.7057  0.36
178 C -0.2843 5.6660 -5.0658  -2.08
179 C -1.3982 5.5067 -6.1986  1.65
180 C -0.5978 5.6345 -7.4872  -0.97
181 C -1.4554 5.3294 -8.7136  -0.71
182 C -1.9941 3.8995 -8.6245  -1.40
183 C -2.7663 3.5641 -7.2709  1.35
184 N -1.9989 4.1223 -6.0453  0.11
185 O -2.7070 3.9097 -4.8721  -0.47
186 C -4.2006 4.2287 -7.3284  -1.51
187 C -2.8030 2.0000 -7.1737  -1.54
188 C -2.3638 6.6781 -5.8998  -1.92
189 H 0.3845 6.5155 -5.2039  0.41
190 H 0.3411 4.7778 -4.9759  0.47
191 H -0.7974 5.9292 -4.1408  0.49
192 H -0.3687 6.6390 -7.8429  0.34
193 H 0.3156 5.0446 -7.4110  0.39
194 H -0.7845 5.5268 -9.5497  0.42
195 H -2.3775 5.8851 -8.8838  0.27
196 H -1.0778 3.3178 -8.7248  0.42
197 H -2.6761 3.6405 -9.4344  0.51
198 H -4.4489 4.3845 -8.3782  0.38
199 H -4.9848 3.6662 -6.8217  0.38
200 H -4.2556 5.2590 -6.9767  0.30
201 H -1.9233 1.6449 -7.7105  0.33
202 H -2.8912 1.6854 -6.1338  0.36
203 H -3.6730 1.7623 -7.7857  0.40
204 H -3.0071 6.4930 -5.0395  0.38
205 H -2.9755 6.8239 -6.7901  0.40
206 H -1.8138 7.6006 -5.7144  0.45
207 H -1.9789 3.6806 -4.2898  0.38